43
Properties=species:S:1:pos:R:3 method="wB97M-V/def2-TZVPD" e_tot_ev=-34943.3758 charge=-1 multiplicity=1 gap_ev=6.0 largest_force_ev_per_a=6.1 e_homo_ev=-4.083
Ba -0.209 -1.077 0.401
O -4.447 -0.123 1.381
C -4.067 -1.285 0.915
O -2.860 -1.531 1.080
O -4.828 -2.068 0.297
H -3.582 0.015 1.774
O -0.852 -2.029 -3.999
C -0.732 -2.008 -2.678
O 0.413 -1.906 -2.217
O -1.699 -2.183 -1.911
H 0.066 -1.780 -4.128
O -0.578 0.484 4.681
C -0.518 0.027 3.433
O -0.384 -1.159 3.169
O -0.646 0.851 2.482
H -0.351 -0.259 5.244
C 2.121 1.081 -2.824
C 2.321 0.775 -1.321
O 1.128 1.069 -0.561
H 1.501 0.376 -3.379
H 3.105 0.945 -3.273
H 1.750 2.086 -3.025
H 3.161 1.389 -0.995
H 2.672 -0.252 -1.222
H 1.010 2.020 -0.617
C 3.378 -0.504 3.232
C 3.456 -0.893 1.770
O 2.368 -1.743 1.373
H 3.398 -1.448 3.776
H 2.556 0.190 3.408
H 4.281 0.045 3.498
H 4.441 -1.318 1.576
H 3.407 -0.030 1.107
H 2.515 -2.642 1.676
C -2.386 2.072 -2.340
C -2.978 1.140 -1.277
O -2.076 1.139 -0.215
H -1.302 2.020 -2.444
H -2.586 3.098 -2.031
H -2.844 1.909 -3.316
H -3.033 0.115 -1.642
H -3.997 1.343 -0.948
H -2.093 2.049 0.090

37
Properties=species:S:1:pos:R:3 method="wB97M-V/def2-TZVPD" e_tot_ev=-116190.8761 charge=+3 multiplicity=1 gap_ev=8.1 largest_force_ev_per_a=8.7 e_homo_ev=-20.883
C -1.686 -4.300 -2.430
C -2.156 -3.118 -1.782
H -2.491 -4.802 -3.017
H -1.299 -4.961 -1.635
H -0.877 -3.974 -3.107
O -2.945 -2.308 -1.520
Cl -0.249 -2.222 -0.749
Hf 1.012 0.028 0.470
P -0.526 -0.226 2.557
C -1.884 0.911 2.988
C -1.406 -1.833 2.568
H -1.817 -2.014 3.573
H -0.316 -0.780 4.909
H -0.705 -2.636 2.308
H 1.274 -0.868 4.089
H -2.680 0.840 2.237
H -2.207 -1.827 1.823
C 0.342 -0.298 4.172
H -2.289 0.641 3.974
H 0.587 0.715 4.514
H -1.509 1.942 3.009
P 1.273 1.055 -1.925
C 0.464 2.588 -2.491
C 3.000 1.445 -2.391
H 1.296 -1.051 -3.116
H 1.045 0.339 -4.235
H -0.303 -0.266 -3.213
C 0.775 -0.095 -3.258
H 3.679 0.656 -2.048
H 3.060 1.531 -3.486
H 0.788 2.815 -3.516
H 0.737 3.420 -1.827
H 3.306 2.395 -1.933
H -0.625 2.465 -2.474
C -0.218 1.786 0.444
O -0.895 2.742 0.474
Br 3.187 0.446 1.469

37
Properties=species:S:1:pos:R:3 method="wB97M-V/def2-TZVPD" e_tot_ev=-55773.5650 charge=+3 multiplicity=6 gap_ev="6.9 / 4.9" s_squared=8.77 largest_force_ev_per_a=4.8 e_homo_ev="-17.768 / -20.060"
C -0.085 -2.162 -0.694
C 0.940 -1.197 -1.226
H 0.476 -3.093 -0.687
H -0.971 -2.220 -1.372
H -0.507 -1.847 0.328
O 2.025 -1.455 -1.623
I 3.408 3.516 -1.220
Ir -0.374 0.701 0.632
P -0.196 0.951 -1.922
C 1.281 1.405 -2.938
C -0.928 -0.213 -3.171
H -2.433 1.949 -1.807
H -1.564 2.435 -3.321
H -1.159 3.179 -1.700
C -1.465 2.264 -2.238
H -1.874 -0.570 -2.722
H -1.087 0.323 -4.130
H 1.114 1.627 -4.009
H 1.992 0.576 -2.858
H -0.211 -1.040 -3.314
H 1.764 2.290 -2.451
C 1.467 0.333 0.557
O 2.628 0.324 0.596
Cl -2.624 1.096 0.606
C -1.671 -1.174 3.034
P -0.086 -0.469 2.604
C 0.192 0.954 3.667
C 1.086 -1.858 2.639
H -2.357 -0.392 2.645
H -1.871 -1.375 4.106
H -1.724 -2.092 2.419
H 0.232 0.617 4.713
H 1.176 1.360 3.365
H -0.600 1.719 3.531
H 1.145 -2.268 3.670
H 0.780 -2.684 1.969
H 2.081 -1.509 2.321

35
Properties=species:S:1:pos:R:3 method="wB97M-V/def2-TZVPD" e_tot_ev=-28139.8534 smiles="[H]/N=C(/[C@H](C)Cl)[C@@H](NC=[NH2+])[N+](C)(C)CC" charge=+2 multiplicity=1 gap_ev=10.0 largest_force_ev_per_a=1.3 e_homo_ev=-17.178
C -0.359 -2.226 1.548
C -0.985 -0.496 -1.036
C 1.777 0.958 2.322
C -3.324 0.013 -1.802
C 1.822 0.149 -1.418
C 0.813 2.045 -0.359
C 2.255 0.582 0.930
C -1.964 0.576 -1.428
C -0.006 -0.184 0.188
N -1.024 -1.587 -1.624
N 0.382 -1.453 0.781
N -1.556 -1.974 1.990
N 1.210 0.631 -0.158
Cl -1.223 1.355 -2.910
H 0.094 -3.165 1.856
H 1.388 1.970 2.370
H 1.040 0.268 2.725
H 2.640 0.926 2.983
H -3.219 -0.766 -2.550
H -3.956 0.804 -2.197
H -3.815 -0.406 -0.927
H 2.135 -0.891 -1.343
H 1.113 0.254 -2.239
H 2.701 0.747 -1.651
H 0.307 2.439 0.519
H 1.702 2.647 -0.538
H 0.163 2.135 -1.230
H 2.708 -0.410 0.949
H 3.039 1.282 0.632
H -2.054 1.364 -0.680
H -0.573 0.391 0.930
H -0.377 -2.344 -1.450
H 1.261 -1.848 0.465
H -2.022 -2.639 2.598
H -2.090 -1.147 1.752

33
Properties=species:S:1:pos:R:3 method="wB97M-V/def2-TZVPD" e_tot_ev=-25725.9120 charge=+1 multiplicity=1 gap_ev=11.7 largest_force_ev_per_a=4.9 e_homo_ev=-14.840
C 3.249 -1.767 0.193
C -0.799 0.915 -2.676
C 1.203 1.445 0.958
C -2.796 -0.549 0.933
C 2.065 -2.636 0.627
C -0.536 1.602 -1.353
C -0.325 1.416 1.075
C -2.413 0.572 -0.054
C 0.783 -1.848 0.535
N -0.907 0.757 -0.163
O 0.368 -1.481 -0.519
Cl 0.039 -1.398 2.129
H 3.954 -2.258 -0.454
H 3.778 -1.387 1.030
H 2.931 -0.868 -0.363
H -0.283 1.554 -3.347
H -0.435 -0.053 -2.563
H -1.949 0.931 -2.922
H 1.264 2.471 0.575
H 1.644 1.389 2.047
H 1.689 0.579 0.523
H -2.341 -1.455 0.614
H -2.437 -0.242 1.855
H -3.932 -0.582 0.801
H 2.070 -3.438 -0.112
H 2.270 -2.998 1.560
H -0.997 2.589 -1.081
H 0.552 1.708 -1.402
H -0.798 2.364 1.103
H -0.637 0.990 1.939
H -2.905 1.588 0.114
H -2.754 0.259 -1.048
H -0.610 -0.169 -0.553

38
Properties=species:S:1:pos:R:3 method="wB97M-V/def2-TZVPD" e_tot_ev=-64329.2498 charge=+2 multiplicity=4 gap_ev="8.6 / 8.0" s_squared=3.76 largest_force_ev_per_a=0.3 e_homo_ev="-14.370 / -14.369"
Co -0.312 0.236 0.104
N -1.045 -1.318 1.412
C 0.053 -2.273 1.723
C 0.803 -2.579 0.443
N 1.251 -1.325 -0.197
C 2.508 -0.842 0.418
C 2.606 0.668 0.329
N 1.368 1.264 0.899
C 1.402 -1.493 -1.659
C 0.054 -1.414 -2.352
N -0.606 -0.141 -1.961
H -1.430 -0.963 2.284
H -1.809 -1.830 0.976
H -0.329 -3.190 2.171
H 0.701 -1.799 2.461
H 0.135 -3.102 -0.244
H 1.646 -3.248 0.635
H 3.380 -1.309 -0.048
H 2.515 -1.141 1.467
H 2.678 0.997 -0.709
H 3.500 1.019 0.844
H 1.369 2.266 0.728
H 1.383 1.180 1.914
H 1.901 -2.437 -1.900
H 2.043 -0.692 -2.032
H -0.600 -2.234 -2.056
H 0.187 -1.485 -3.431
H -1.592 -0.157 -2.212
H -0.218 0.620 -2.517
I -2.842 5.789 -0.559
C -2.612 3.827 -0.004
C -3.531 3.005 0.617
N -2.949 1.807 0.780
N -1.685 1.792 0.312
C -1.486 3.021 -0.175
H -4.539 3.194 0.948
H -3.350 0.997 1.221
H -0.546 3.290 -0.633

44
Properties=species:S:1:pos:R:3 method="wB97M-V/def2-TZVPD" e_tot_ev=-54463.7785 charge=0 multiplicity=1 gap_ev=8.4 largest_force_ev_per_a=1.0 e_homo_ev=-9.040
C 2.910 -2.678 2.016
C 3.316 -1.251 1.603
C 2.459 -0.161 2.246
O 1.992 0.739 1.211
N 0.762 1.311 1.507
C 0.701 2.559 2.271
C -0.454 3.320 1.524
N -0.736 2.563 0.306
C -0.200 1.292 0.547
N -0.647 0.252 -0.078
C -0.165 -1.110 0.166
C -1.039 -2.120 -0.560
C -0.762 -3.547 -0.063
N -2.021 -4.310 0.081
H 2.430 -3.204 1.197
H 2.241 -2.661 2.875
H 3.781 -3.251 2.318
H 3.207 -1.123 0.527
H 4.364 -1.082 1.833
H 1.581 -0.578 2.732
H 3.042 0.405 2.972
H 0.323 2.276 3.249
H 1.659 3.057 2.364
H -0.257 4.364 1.321
H -1.303 3.270 2.200
H -0.191 2.949 -0.464
H -1.376 0.453 -0.764
H -0.178 -1.265 1.247
H 0.866 -1.174 -0.172
H -0.784 -2.056 -1.617
H -2.095 -1.887 -0.460
H -0.274 -3.481 0.911
H -0.111 -4.074 -0.754
H -1.903 -5.229 -0.324
H -2.190 -4.496 1.060
N -1.816 3.213 -3.607
S -2.916 2.326 -2.908
O -2.441 1.051 -2.441
O -4.225 2.374 -3.458
F -3.038 3.174 -1.566
S -1.302 2.698 -5.012
O -0.116 3.387 -5.392
O -2.316 2.477 -5.985
F -0.777 1.226 -4.661

38
Properties=species:S:1:pos:R:3 method="wB97M-V/def2-TZVPD" e_tot_ev=-59713.2467 charge=+2 multiplicity=5 gap_ev="4.2 / 4.3" s_squared=6.43 largest_force_ev_per_a=9.8 e_homo_ev="-13.408 / -13.408"
C 3.256 -2.018 0.183
C 2.959 -0.858 1.302
C 3.197 0.681 0.793
C 3.319 0.867 -0.831
Si 1.737 1.787 1.442
O 0.210 0.925 1.576
Si -0.677 0.896 0.060
N -0.202 2.269 -1.062
C -2.546 1.279 0.531
C -3.491 -0.070 0.540
C -4.438 -0.152 -0.829
I -4.192 -2.224 -1.580
C -0.478 -0.717 -0.975
C -0.432 -2.103 -0.102
O -0.437 -2.151 1.233
F -0.395 -3.397 -0.878
H 2.800 -3.029 0.625
H 2.734 -1.861 -0.852
H 4.425 -2.216 0.102
H 1.891 -1.063 1.765
H 3.730 -1.038 2.195
H 4.207 1.099 1.260
H 3.090 2.018 -1.050
H 4.440 0.711 -1.209
H 2.541 0.258 -1.463
H 2.125 2.179 2.822
H 1.628 3.033 0.695
H -0.403 1.910 -2.042
H -0.877 3.075 -0.897
H -2.538 1.678 1.655
H -2.952 2.094 -0.212
H -2.906 -1.076 0.675
H -4.226 0.004 1.479
H -4.106 0.665 -1.605
H -5.574 0.038 -0.543
H 0.559 -0.649 -1.562
H -1.305 -0.844 -1.826
Sm -6.674 -2.001 -1.417